# 1
Below is C39H42BN8O5PS2V as an isolated structure in a non-equilibrium geometry, with properties calculated with ωB97M-V/def2-TZVPD.

XYZ file:
```
99
Properties=species:S:1:pos:R:3:forces:R:3
V 0.398040 0.356355 0.041226 0.015 0.232 0.718
C 5.342874 0.327196 -3.329696 0.017 -0.386 0.229
C 4.973089 -1.103767 -2.876954 -0.062 0.333 0.169
N 4.327163 -1.200806 -1.538913 1.405 0.187 -1.011
C 5.235374 -1.233735 -0.443155 1.248 -0.992 1.351
C 5.342462 0.069755 0.362545 -0.293 0.086 0.133
C 3.026396 -1.045276 -1.353278 0.940 0.858 -1.680
S 2.416909 -1.188885 0.184523 -1.103 -0.003 1.093
N 2.448961 -0.755294 -2.534596 0.501 -0.499 0.690
C 1.210819 -0.477374 -2.701597 -2.764 0.034 0.400
O 0.324373 -0.032579 -1.884177 1.022 0.053 0.094
C 0.702442 -0.759356 -4.036480 -0.061 -1.068 1.152
C -0.261655 0.025847 -4.592650 0.965 -0.510 -1.689
C -0.454516 -0.154623 -5.953184 -0.729 0.362 0.079
C 0.186681 -1.189438 -6.618350 -0.693 -0.346 -1.170
C 0.890700 -2.163993 -5.931651 -0.067 0.561 0.397
C 1.116021 -1.957122 -4.592967 0.950 0.143 -0.365
H 5.871474 0.239952 -4.287765 -0.132 0.117 0.174
H 6.007727 0.858808 -2.626683 -0.326 -0.291 -0.174
H 4.425408 0.901705 -3.486552 0.168 -0.003 0.035
H 5.872720 -1.719039 -2.800377 -0.097 0.056 -0.127
H 4.308696 -1.525059 -3.627218 0.015 -0.087 0.142
H 6.216058 -1.510020 -0.851939 -0.195 0.165 0.147
H 4.977238 -2.092319 0.222318 0.022 0.710 -0.289
H 6.108373 0.773582 0.014392 -0.028 -0.389 -0.043
H 5.503902 -0.160425 1.418922 0.171 0.111 -0.144
H 4.386868 0.590249 0.324131 0.025 0.091 0.056
H -0.722054 0.762102 -4.007512 -0.535 1.119 0.470
H -1.148246 0.527804 -6.437134 0.204 -0.247 -0.339
H 0.043784 -1.325361 -7.696613 0.022 0.238 0.397
H 1.357092 -2.997440 -6.396452 -0.016 -0.613 -0.597
H 1.731355 -2.646028 -4.012331 -0.105 0.289 -0.163
S -0.779330 4.887095 0.087702 0.127 -0.206 0.072
C 0.745679 4.500214 -0.659550 -0.617 1.131 0.486
C 1.792801 5.352035 -0.967677 0.525 0.122 -0.575
C 2.923981 4.804610 -1.545069 -0.154 -0.441 0.097
C 2.990537 3.425597 -1.774391 -0.739 0.158 0.208
C 1.929087 2.591898 -1.458855 1.276 0.345 -0.590
C 0.802265 3.152897 -0.902222 -0.766 -1.468 0.318
N -0.316979 2.408144 -0.472506 0.070 0.658 0.310
C -1.184548 3.197604 0.094645 -0.125 -0.417 -0.156
C -2.508429 2.794981 0.633133 0.516 -0.067 -0.460
C -2.967180 3.339157 1.826505 -0.101 0.176 -0.968
C -4.304831 3.196446 2.163221 0.692 0.037 0.495
C -5.141521 2.427614 1.396099 -0.157 -0.115 -1.004
C -4.688754 1.824055 0.227749 -0.227 -0.351 0.035
C -3.363979 1.987925 -0.127821 0.112 0.113 0.144
H 1.744266 6.420868 -0.852915 -0.200 0.154 0.287
H 3.758907 5.426083 -1.824214 0.049 0.161 0.005
H 3.837470 2.983350 -2.242080 0.667 -0.129 -0.224
H 2.046100 1.554790 -1.711355 -0.254 -0.244 0.129
H -2.258568 3.925687 2.387757 -0.164 0.132 0.381
H -4.662051 3.678787 3.045052 -0.241 0.135 0.548
H -6.176918 2.330295 1.634608 -0.493 -0.037 0.318
H -5.338598 1.218561 -0.420105 0.286 0.312 0.456
O -4.409884 3.348185 6.715410 -0.705 0.066 -0.397
C -3.246020 2.969212 6.845175 -0.952 -0.831 -2.946
O -2.444113 3.058875 7.719549 2.335 0.225 2.280
C -2.697972 2.132721 5.520949 1.069 -0.318 -0.483
C -3.562878 1.287436 4.824348 0.216 -0.199 -0.764
C -3.135941 0.540095 3.714211 0.455 0.286 1.043
N -1.884698 0.538585 3.253352 -1.342 -0.225 0.062
C -1.016186 1.318349 3.887367 0.319 0.121 -0.495
C -1.349335 2.104994 5.011210 -0.204 -0.083 0.058
C 0.362360 1.216058 3.173593 -0.253 0.872 0.348
O 1.380961 1.447096 3.787231 0.128 -0.154 -0.151
O 0.319570 0.915435 1.884505 0.249 0.112 0.574
H -4.598145 1.197759 5.095892 -0.315 0.208 0.302
H -3.823492 -0.127079 3.213582 -0.320 -0.069 -0.092
H -0.534748 2.667170 5.478739 -0.450 -0.100 -0.016
B -2.792813 -1.025565 -2.664967 0.034 -0.484 -0.026
C -2.773626 0.299486 -1.878699 -0.620 1.537 1.067
N -2.917169 1.276362 -1.245506 0.417 -1.534 -0.814
H -2.740735 -0.755221 -3.823622 0.077 0.042 -0.306
H -1.848382 -1.693658 -2.293250 -0.141 0.043 -0.034
H -3.884109 -1.519890 -2.430307 0.154 0.153 0.208
C -2.170186 -4.394644 1.128321 0.038 0.414 -0.436
N -0.643496 -4.443416 0.836010 -0.559 -0.654 -0.239
C 0.108479 -4.400420 2.163812 -0.201 -0.925 -0.014
N -0.308216 -3.336725 2.966127 0.907 0.100 0.384
C -1.715729 -3.376360 3.196507 -0.975 0.873 0.163
N -2.454859 -3.282003 1.942340 -0.707 -0.470 -0.066
C -2.327921 -1.968277 1.289684 -0.274 -0.410 -0.507
P -0.556925 -1.634599 0.832557 -1.068 -0.012 -0.326
C -0.271454 -3.306648 -0.030587 -0.419 0.869 -0.402
C 0.131294 -2.033210 2.470813 1.161 0.154 0.442
H -2.454715 -5.331930 1.605718 0.208 -0.046 0.094
H -2.658436 -4.309030 0.150727 0.104 -0.058 0.162
H -0.429891 -5.331268 0.360412 -0.030 0.350 0.171
H 1.156507 -4.364892 1.926253 0.508 0.207 -0.126
H -0.106254 -5.366403 2.621898 -0.073 -0.006 0.193
H -2.004181 -2.502879 3.800153 0.116 -0.417 0.037
H -1.991748 -4.304295 3.694529 -0.023 -0.049 0.129
H -2.714564 -1.232937 1.980670 0.375 0.327 0.115
H -2.990176 -1.901929 0.406374 0.355 -0.292 0.163
H 0.778893 -3.399200 -0.265430 0.301 0.071 -0.165
H -0.879074 -3.354983 -0.958856 0.376 0.126 0.483
H -0.193718 -1.262413 3.178565 0.000 -0.140 -0.255
H 1.247791 -1.982053 2.427096 -0.836 -0.156 0.134
```
Positions in Å, forces in eV/Å.

2S+1	2
charge	0
strongest force on any atom	3.27	eV/A
energy above the lowest of the compared OMol25 structures with the same formula, charge and spin	127.40	kJ/mol
molar mass	859.68	g mol⁻¹
HOMO level (alpha / beta)	-6.96 / -6.93	eV

Löwdin atomic charge list, values in e, 6 entries: 0.50 -0.06 -0.18 -0.13 -0.27 -0.08

# 2
Below is C39H42Cl2N3S2Sb2TeZr as an isolated structure, with properties calculated with ωB97M-V/def2-TZVPD.

XYZ file:
```
92
Properties=species:S:1:pos:R:3:forces:R:3
Zr 0.334883 -0.702967 0.166067 -0.018 -0.012 0.054
Cl -0.738054 0.231143 2.545914 0.019 0.015 -0.019
C 0.422455 1.408455 3.160218 0.001 -0.042 -0.047
C 0.001600 2.293243 4.129827 -0.005 0.040 0.025
C 0.928268 3.207679 4.613655 -0.042 -0.009 0.012
C 2.225262 3.216244 4.126758 0.046 -0.005 -0.021
C 2.611390 2.306329 3.153431 -0.003 -0.024 -0.014
Cl 4.231205 2.345922 2.563377 0.018 0.018 0.011
C 1.708328 1.370080 2.638106 -0.001 0.012 0.019
S 2.226571 0.152645 1.477702 -0.020 0.039 0.019
H -1.011495 2.266575 4.507893 0.003 0.004 0.003
H 0.637489 3.913078 5.379804 -0.008 -0.004 -0.001
H 2.949554 3.925944 4.502425 0.001 -0.001 -0.002
C 5.416735 -1.035437 0.093162 0.003 0.001 0.006
N 4.541967 -0.300328 -0.824569 0.004 0.016 0.016
C 4.855344 0.895128 -1.448274 0.012 -0.014 -0.043
C 3.799539 1.255116 -2.200349 -0.006 0.017 0.049
N 2.822454 0.280093 -2.006892 -0.019 -0.010 -0.035
C 3.306837 -0.669802 -1.157722 -0.014 -0.032 0.022
S 2.467334 -2.073712 -0.639902 -0.017 0.042 -0.010
C 1.675564 0.083943 -2.814127 0.022 -0.008 -0.019
C 1.772649 0.308111 -4.175382 0.003 0.004 -0.004
C 0.678834 0.028848 -4.977029 0.003 -0.002 -0.004
C -0.458135 -0.498394 -4.384820 -0.013 -0.005 0.014
C -0.466498 -0.685287 -3.018552 0.003 0.023 -0.023
N 0.566904 -0.372946 -2.214683 -0.001 -0.011 0.042
H 6.337527 -0.471710 0.206385 0.000 -0.001 -0.001
H 5.638039 -2.017430 -0.317661 -0.003 0.000 0.000
H 4.922959 -1.134627 1.057133 -0.005 0.000 -0.003
H 5.805496 1.378948 -1.301618 0.002 -0.003 -0.008
H 3.644132 2.109070 -2.835684 -0.003 0.006 0.008
H 2.705207 0.653170 -4.599432 -0.001 -0.002 -0.002
H 0.728621 0.188526 -6.045903 0.001 0.003 0.001
H -1.327656 -0.767065 -4.968004 0.003 0.001 -0.003
H -1.334482 -1.101881 -2.533422 -0.008 -0.001 0.002
C -4.243756 -1.732214 0.282940 -0.020 0.022 -0.013
Sb -2.816359 -0.217389 -0.174572 -0.006 0.008 -0.016
C -3.512681 0.281181 -2.123585 -0.013 0.003 0.015
C -3.714254 1.396302 0.951508 -0.011 -0.017 -0.005
C -3.840346 2.673509 0.176897 -0.002 -0.007 0.014
C -5.036186 2.941087 -0.488611 -0.014 0.013 -0.007
C -5.217670 4.113456 -1.204002 0.009 -0.017 0.004
C -4.194853 5.049214 -1.254611 0.002 0.006 0.001
C -3.006594 4.800243 -0.587390 0.011 0.004 -0.009
C -2.810005 3.621027 0.129723 -0.007 -0.005 -0.004
C -1.505985 3.415108 0.836537 0.012 0.043 0.015
Sb -0.072638 2.292756 -0.317312 0.029 -0.021 -0.008
C -0.611691 2.858979 -2.297095 -0.020 0.014 0.019
C 1.673394 3.464481 0.004383 -0.015 0.003 -0.006
H -5.177059 -1.431248 -0.192504 0.007 0.007 -0.005
H -4.398290 -1.777562 1.359034 0.013 0.000 0.000
H -3.954658 -2.709854 -0.095960 0.008 -0.002 0.007
H -4.516293 0.688499 -2.013179 0.003 -0.002 0.009
H -3.561840 -0.612519 -2.744669 0.010 -0.009 0.009
H -2.880823 1.031995 -2.593801 0.010 -0.008 0.006
H -3.163329 1.509002 1.882217 0.017 -0.003 -0.005
H -4.700913 1.005154 1.202212 -0.001 -0.013 -0.016
H -5.852075 2.229865 -0.419266 0.000 0.000 0.002
H -6.158927 4.304645 -1.700890 0.000 -0.001 0.001
H -4.329158 5.977367 -1.793086 0.000 0.000 0.001
H -2.220147 5.546765 -0.603898 -0.001 0.000 -0.001
H -1.606268 2.916953 1.798696 -0.012 -0.008 -0.002
H -1.008662 4.369283 1.013941 0.002 -0.001 -0.007
H -0.008529 3.716358 -2.591289 -0.003 0.006 -0.001
H -1.661405 3.153384 -2.297934 0.006 0.000 0.010
H -0.462543 2.049752 -3.008077 0.025 -0.005 0.006
H 1.669786 4.286332 -0.710096 0.006 -0.002 -0.001
H 2.575005 2.866293 -0.106636 -0.005 -0.009 -0.012
H 1.640668 3.869265 1.014893 -0.023 -0.010 -0.011
Te -0.860120 -3.453752 -0.368446 -0.006 -0.046 0.028
C 0.708361 -4.839914 -0.565793 0.057 -0.025 -0.086
C 1.327856 -4.933711 -1.806506 -0.029 0.029 -0.026
C 2.276094 -5.924456 -2.012738 0.015 -0.038 0.030
C 2.599677 -6.800977 -0.985447 -0.004 0.023 -0.019
C 1.971862 -6.697107 0.248493 0.007 0.009 -0.010
C 1.010001 -5.719712 0.464229 -0.010 0.005 0.048
C -0.628416 -2.996043 1.686345 0.087 0.066 -0.057
C -1.753499 -2.948159 2.520605 -0.033 -0.004 0.010
C -1.588664 -2.749961 3.878248 0.051 -0.001 0.019
C -0.309511 -2.597247 4.420255 -0.049 -0.010 -0.040
C 0.803011 -2.645798 3.601745 0.003 -0.001 0.012
C 0.653150 -2.850425 2.230118 -0.048 -0.030 0.002
H 1.083299 -4.248380 -2.610396 -0.008 -0.012 0.007
H 2.757981 -6.015149 -2.976819 -0.002 0.004 -0.001
H 3.336961 -7.574833 -1.150074 0.000 -0.002 0.000
H 2.217040 -7.389706 1.042188 -0.008 0.001 0.006
H 0.506981 -5.663309 1.420962 -0.020 -0.008 0.013
H -2.740599 -3.130020 2.117492 0.006 0.019 0.004
H -2.453826 -2.745851 4.528346 -0.002 -0.002 0.000
H -0.192103 -2.465876 5.487779 0.004 0.001 0.002
H 1.797143 -2.552737 4.018861 -0.003 -0.001 0.009
H 1.535595 -2.991052 1.618162 0.018 -0.019 0.017
```
Positions in Å, forces in eV/Å.

2S+1	1
charge	+3
strongest force on any atom	0.12	eV/A
energy above the lowest of the compared OMol25 structures with the same formula, charge and spin	0.00	kJ/mol
molar mass	1150.17	g mol⁻¹
HOMO level	-15.40	eV

Löwdin atomic charge list, values in e, 6 entries: 0.66 0.72 -0.60 -0.08 -0.02 -0.06